No. 1
{
  "formula": "C2H6O2Tm",
  "method": "ωB97M-V/def2-TZVPD",
  "total_charge": 2,
  "spin_multiplicity": 4,
  "lumo_ha": [-0.4186, -0.4487],
  "homo_ev": [-16.45, -20.38],
  "max_force_ev_per_a": 5.029,
  "energy_ev": -35774.9378,
  "orbital_gap_ev": [5.0608, 8.1690],
  "symbols": ["O", "O", "H", "Tm", "H", "C", "C", "H", "H", "H", "H"],
  "xyz": [[0.934283, 1.017484, 2.181609], [0.611842, -1.130283, -0.076925], [1.372055, -1.598634, -0.445339], [0.491370, -1.045640, 2.227838], [1.687606, 1.494227, 1.834037], [0.205493, -0.081766, -0.917163], [-1.220653, 0.284191, -0.771319], [0.721113, -0.084426, -1.877413], [-1.859368, -0.584233, -0.524481], [-1.370315, 0.982326, 0.069170], [-1.573426, 0.746754, -1.700014]],
  "forces_ev_per_angstrom": [[-1.164, -4.879, 0.359], [0.541, -0.899, 2.134], [0.145, -0.175, -0.484], [0.703, 4.590, -1.196], [0.324, 0.602, -0.115], [-0.788, 0.456, -1.235], [0.069, 0.069, 0.593], [0.004, 0.038, 0.346], [0.208, 0.005, -0.422], [0.010, 0.220, -0.326], [-0.051, -0.026, 0.347]],
  "mulliken_charge": [-0.67, -0.44, 0.39, 1.94, 0.34, 0.05, -0.98, 0.39, 0.34, 0.33, 0.31]
}



No. 2
{
  "formula": "C28H22BrIrN4O2S4Sb",
  "method": "ωB97M-V/def2-TZVPD",
  "total_charge": 1,
  "spin_multiplicity": 5,
  "lumo_ha": [-0.1058, -0.2039],
  "homo_ev": [-10.61, -10.61],
  "max_force_ev_per_a": 0.440,
  "energy_ev": -162198.6218,
  "orbital_gap_ev": [7.7331, 5.0618],
  "symbols": ["Ir", "C", "C", "C", "C", "C", "C", "C", "S", "O", "O", "N", "C", "C", "C", "C", "C", "C", "C", "C", "N", "C", "H", "H", "H", "H", "H", "H", "H", "H", "H", "H", "H", "H", "H", "Br", "C", "C", "C", "C", "C", "C", "N", "C", "C", "C", "C", "C", "C", "N", "H", "H", "H", "H", "H", "H", "H", "H", "H", "S", "Sb", "S", "S"],
  "xyz": [[-0.833820, -0.798982, -1.187272], [-5.020408, -0.791729, 5.615433], [-3.911091, -0.700835, 4.605599], [-3.821174, -1.619822, 3.563059], [-2.821654, -1.525994, 2.609081], [-1.898150, -0.495728, 2.721379], [-1.952155, 0.433373, 3.755603], [-2.963927, 0.320753, 4.689387], [-0.670505, -0.302317, 1.513228], [-0.593449, -1.605506, 0.772301], [0.536610, 0.188449, 2.105295], [-1.259813, 0.642359, 0.330459], [-0.456580, 1.740856, -0.129431], [0.200035, 2.789206, 0.675867], [0.484879, 3.932758, -0.228325], [0.608542, 3.798741, -2.467158], [0.342419, 2.547616, -3.235377], [0.322620, 2.285729, -4.567843], [-0.309326, 1.104726, -5.017418], [-0.883013, 0.185019, -4.106060], [-0.882278, 0.393088, -2.821503], [-0.289606, 1.595482, -2.303819], [-5.363645, -1.818036, 5.736116], [-5.874769, -0.192296, 5.294123], [-4.701706, -0.416315, 6.586735], [-4.543460, -2.424226, 3.497679], [-2.754558, -2.234673, 1.794922], [-1.206444, 1.213184, 3.835447], [-3.016322, 1.030233, 5.505931], [0.645392, 2.626516, 1.645103], [0.566369, 4.887908, 0.284808], [0.725010, 4.670705, -3.104756], [0.727195, 2.986023, -5.287472], [-0.356137, 0.874605, -6.071736], [-1.310368, -0.747725, -4.451536], [5.348159, -6.114646, 0.409135], [4.395308, -4.523742, 0.060047], [3.185879, -4.298894, 0.699185], [2.478657, -3.139544, 0.425997], [2.991107, -2.200280, -0.457928], [4.199096, -2.440546, -1.100755], [4.905089, -3.606779, -0.844653], [2.206317, -1.046534, -0.702875], [2.760425, 0.077810, -0.830439], [1.948278, 1.277594, -1.084411], [2.482642, 2.497378, -1.159583], [1.665246, 3.741741, -1.294333], [-0.531674, 3.852251, -1.400002], [-1.137951, 2.438641, -1.323958], [0.541829, 1.081978, -1.153603], [2.796053, -5.027424, 1.396423], [1.526614, -2.946060, 0.904792], [4.577758, -1.733304, -1.829783], [5.840120, -3.804509, -1.349884], [3.840589, 0.235984, -0.742712], [3.560722, 2.586612, -1.078349], [2.308052, 4.616843, -1.315798], [-1.267849, 4.645273, -1.490608], [-2.219032, 2.355759, -1.387356], [-1.108478, -4.838704, 0.068845], [-1.909770, -3.919002, -1.916615], [-2.874834, -1.826183, -1.235440], [0.026959, -2.514862, -2.423170]],
  "forces_ev_per_angstrom": [[0.069, -0.084, -0.089], [0.023, -0.012, -0.011], [-0.045, 0.010, 0.035], [0.005, -0.023, -0.015], [-0.054, 0.052, 0.055], [-0.075, -0.013, 0.045], [-0.040, -0.098, 0.025], [0.032, 0.024, 0.016], [0.062, 0.020, 0.007], [0.055, -0.067, -0.191], [-0.024, 0.061, -0.004], [0.188, 0.130, -0.042], [0.014, 0.024, 0.051], [0.007, -0.051, -0.099], [-0.033, -0.112, -0.018], [-0.018, -0.069, 0.021], [0.030, 0.041, 0.003], [-0.095, -0.060, -0.024], [-0.010, -0.015, -0.004], [-0.026, 0.077, -0.138], [0.094, 0.144, -0.001], [0.182, -0.034, 0.152], [0.004, 0.003, -0.006], [0.008, 0.000, -0.008], [0.002, -0.001, -0.002], [0.009, 0.008, 0.003], [-0.001, 0.008, 0.003], [-0.002, -0.005, -0.015], [-0.002, -0.009, -0.006], [-0.028, 0.019, -0.016], [0.009, 0.005, 0.003], [0.024, 0.017, 0.012], [0.003, -0.001, 0.009], [-0.010, -0.003, 0.012], [0.016, -0.007, -0.027], [0.025, -0.029, 0.005], [-0.017, 0.004, -0.003], [-0.044, 0.043, 0.003], [-0.072, -0.158, 0.114], [-0.133, 0.146, -0.054], [0.113, -0.014, -0.093], [-0.021, 0.065, -0.016], [0.137, -0.208, 0.122], [0.095, 0.178, -0.133], [-0.006, -0.003, 0.051], [-0.035, 0.180, 0.000], [-0.033, -0.075, -0.018], [0.013, 0.048, 0.025], [0.022, 0.052, 0.010], [-0.084, -0.217, -0.049], [0.004, 0.001, -0.004], [0.032, -0.001, -0.016], [-0.003, -0.027, 0.018], [-0.006, 0.002, 0.000], [-0.042, -0.010, 0.035], [-0.019, 0.016, -0.001], [0.022, -0.011, -0.014], [-0.013, -0.017, -0.008], [0.001, 0.010, 0.002], [0.184, -0.058, 0.170], [-0.273, -0.018, -0.127], [-0.280, -0.159, -0.088], [0.058, 0.282, 0.332]],
  "mulliken_charge": [2.07, -1.48, 0.92, -1.03, -0.23, -0.26, -0.53, -0.85, 2.04, -0.72, -0.72, -0.84, 0.79, -1.33, -0.32, -0.37, -0.56, -0.63, -1.14, -0.01, -0.11, 0.98, 0.38, 0.30, 0.38, 0.39, 0.37, 0.46, 0.38, 0.54, 0.63, 0.70, 0.55, 0.44, 0.54, -0.17, 0.11, -0.86, 0.23, -0.46, -0.33, -0.71, 0.30, -1.27, 0.58, -1.57, -0.25, -0.50, -0.46, 0.47, 0.45, 0.51, 0.51, 0.42, 0.56, 0.47, 0.70, 0.46, 0.54, -0.23, 0.52, -0.44, -0.33]
}



No. 3
{
  "formula": "C5H13NSi",
  "method": "ωB97M-V/def2-TZVPD",
  "lumo_ha": 0.0277,
  "homo_ev": -7.63,
  "smiles": "C=[SiH]N.C/C=C/C",
  "max_force_ev_per_a": 4.409,
  "energy_ev": -14760.6294,
  "orbital_gap_ev": 8.3798,
  "symbols": ["C", "Si", "N", "H", "H", "H", "H", "H", "C", "C", "C", "C", "H", "H", "H", "H", "H", "H", "H", "H"],
  "xyz": [[0.484267, 0.700730, 4.194035], [1.407863, 0.708220, 2.706660], [0.576263, 0.878405, 1.256653], [0.849039, 0.521538, 5.186798], [-0.600147, 0.940537, 4.236215], [2.783860, 0.151177, 2.484918], [1.243967, 0.354223, 0.531362], [-0.402701, 0.683836, 0.949520], [-0.682263, -1.825795, -0.542977], [-0.876548, -0.516403, -1.155501], [-0.256560, -0.253068, -2.263919], [-0.439594, 0.983348, -3.150097], [-1.103573, -2.707792, -1.058849], [0.370599, -2.056758, -0.542222], [-1.074282, -1.735811, 0.533411], [-1.668859, -0.000694, -0.757888], [0.564081, -0.907048, -2.618563], [0.486941, 1.553385, -3.035352], [-0.463723, 0.709494, -4.180833], [-1.198629, 1.818476, -2.773371]],
  "forces_ev_per_angstrom": [[0.090, 0.096, -1.060], [-1.622, -0.632, 2.544], [1.495, -1.930, -3.672], [0.537, 0.006, 0.190], [0.848, -0.027, -0.455], [-0.467, 0.480, 0.090], [-2.215, 1.704, 1.554], [1.416, 0.408, 0.909], [-0.129, -1.132, 2.573], [0.247, -1.996, -0.951], [0.791, 2.017, -2.258], [0.010, 1.656, 2.491], [-0.476, 0.664, 0.234], [0.561, -0.148, 0.471], [0.716, -0.840, -1.390], [-1.761, 1.838, 0.484], [-0.633, 0.155, 0.245], [0.271, -0.024, -0.221], [-0.647, 0.025, -0.747], [0.969, -2.320, -1.031]],
  "mulliken_charge": [-0.73, 0.24, -0.45, 0.29, 0.21, -0.07, 0.24, 0.30, -0.96, -0.58, -0.01, -1.19, 0.33, 0.32, 0.25, 0.62, 0.27, 0.30, 0.36, 0.25]
}



No. 4
{
  "formula": "C9H23NSi",
  "method": "ωB97M-V/def2-TZVPD",
  "lumo_ha": [0.0238, 0.0293],
  "homo_ev": [-7.29, -5.89],
  "max_force_ev_per_a": 5.725,
  "energy_ev": -19068.0527,
  "orbital_gap_ev": [7.9373, 6.6822],
  "symbols": ["C", "C", "C", "C", "C", "C", "C", "C", "C", "N", "Si", "H", "H", "H", "H", "H", "H", "H", "H", "H", "H", "H", "H", "H", "H", "H", "H", "H", "H", "H", "H", "H", "H", "H"],
  "xyz": [[3.621955, -0.573037, -0.063236], [3.110384, 1.957823, 0.140228], [-0.666978, 2.407619, 0.181447], [-2.659249, 0.945408, -0.471761], [-2.142725, 1.361694, 1.937532], [0.089412, -2.866889, -0.303201], [-2.238455, -2.611230, -0.848116], [2.861038, 0.686186, -0.482769], [-1.473577, 1.057566, 0.494139], [-1.026149, -1.850405, -0.332725], [-0.430929, -0.474908, 0.464617], [4.485746, -0.742073, -0.581457], [3.912742, -0.539830, 1.071304], [3.047853, -1.535441, -0.074343], [2.539194, 2.784827, -0.532835], [4.085788, 2.195367, 0.266460], [2.780628, 1.878809, 1.091249], [-1.299223, 3.303479, 0.157042], [0.217566, 2.492421, 0.779948], [-0.250980, 2.331070, -0.817993], [-2.215572, 0.893438, -1.389101], [-3.264324, 1.877581, -0.373626], [-3.321579, 0.098566, -0.318479], [-1.440929, 1.523437, 2.726593], [-2.755852, 2.260264, 2.003472], [-2.786565, 0.576017, 2.175975], [0.988231, -2.528962, 0.152785], [-0.221937, -3.752319, 0.080814], [0.294895, -3.296744, -1.345466], [-3.111790, -2.042649, -1.024477], [-2.073834, -2.953142, -1.930810], [-2.412418, -3.225698, -0.035072], [2.643496, 0.564125, -1.503868], [0.299568, -0.804574, 1.796410]],
  "forces_ev_per_angstrom": [[-2.567, 0.130, 4.443], [-3.331, 1.923, -4.240], [-0.535, -1.758, -1.197], [-0.604, 1.145, 2.175], [1.060, 0.389, -1.426], [-0.667, 1.319, -3.510], [2.087, 2.403, -1.821], [0.779, -3.429, -0.187], [-1.649, 2.810, 2.408], [0.296, -2.085, -0.950], [1.648, 0.723, 0.331], [2.447, -0.243, -1.592], [-0.297, 0.214, -1.848], [0.106, 0.915, -0.469], [1.394, -1.557, 2.084], [3.488, 0.904, -0.186], [-1.673, 0.398, 3.315], [0.005, -0.278, 0.538], [0.195, 0.296, 0.827], [0.024, -0.067, -0.457], [0.573, -0.156, -3.011], [0.320, -0.610, -0.291], [0.081, -0.148, 0.188], [0.830, -0.341, 0.493], [-0.075, 0.275, -0.818], [-0.980, -1.497, 0.665], [0.652, 0.375, 0.312], [-1.149, -2.496, 2.287], [0.167, 1.365, 0.746], [-0.804, 1.314, 0.441], [0.361, -0.512, 1.894], [-0.750, -2.402, 0.720], [-0.663, 0.592, -1.261], [-0.768, 0.090, -0.603]],
  "mulliken_charge": [-1.02, -1.19, -1.53, -1.84, -1.82, -1.22, -0.91, -0.01, 1.53, 0.26, -0.34, 0.44, 0.24, 0.15, 0.18, 0.50, 0.31, 0.40, 0.40, 0.41, 0.54, 0.45, 0.31, 0.43, 0.41, 0.51, 0.26, 0.49, 0.31, 0.31, 0.27, 0.43, 0.40, -0.08]
}